Computed, not measured: a cluster of 10 separate species, C21H62N18O10 in total, with the ωB97M-V functional and the def2-TZVPD basis.

Structure (XYZ):
```
111
Properties=species:S:1:pos:R:3:forces:R:3
C -23.827940 -31.389220 3.682930 1.06 -0.36 -0.47
C -23.690940 -29.959900 4.278950 2.30 -0.43 -0.33
C -23.484050 -28.882160 3.188900 -2.33 -1.12 -1.03
C -24.837880 -28.718150 2.464000 -0.05 0.10 0.81
C -25.962950 -28.447800 3.465140 -0.96 0.26 -0.65
C -26.150740 -29.403720 4.680860 1.14 1.87 -1.51
N -24.777080 -29.623160 5.196460 -0.65 0.76 -0.29
O -24.893940 -30.560620 6.193460 0.60 -0.43 1.83
C -26.974750 -28.624110 5.720440 0.64 -0.73 0.74
C -26.880540 -30.640480 4.193230 -0.72 -0.54 0.31
C -22.265590 -29.924270 4.983480 -2.10 -0.29 1.89
H -24.171370 -32.165020 4.367240 -0.67 0.22 0.13
H -22.834180 -31.804940 3.516410 0.32 0.32 -0.21
H -24.302870 -31.489860 2.707010 -0.45 0.18 0.22
H -23.111200 -27.938860 3.587990 0.04 -0.20 0.03
H -22.853090 -29.315090 2.412650 0.74 0.23 0.37
H -25.103410 -29.632370 1.933150 0.26 -0.19 -0.09
H -24.800220 -27.942710 1.698890 -0.06 0.16 0.09
H -26.896580 -28.559730 2.913860 -0.21 0.24 -0.16
H -25.969100 -27.401420 3.770330 0.35 -0.01 0.33
H -27.990470 -28.415360 5.384560 0.12 0.10 -0.13
H -27.019560 -29.188690 6.651750 -0.30 -0.38 -0.06
H -26.445580 -27.729820 6.049590 -0.08 0.25 -0.53
H -26.332720 -31.227300 3.455910 0.03 -0.01 0.22
H -27.226150 -31.247080 5.030310 0.47 -0.41 0.19
H -27.840800 -30.396890 3.738630 0.09 0.48 -0.22
H -22.104150 -28.922330 5.381150 0.70 0.28 -0.87
H -21.497970 -30.461030 4.426020 0.02 0.73 -0.19
H -22.338000 -30.415540 5.953800 -0.10 -0.73 -0.02
H -25.034030 -31.426660 5.803660 -0.15 -0.37 -0.29
C -19.860410 -28.067930 7.960520 -2.09 0.33 -3.38
O -20.584890 -27.573440 7.122180 -0.37 1.18 -0.89
N -20.234170 -28.273360 9.185180 -0.19 -1.03 4.67
N -18.703930 -28.645640 7.678320 1.96 -0.60 0.05
H -19.604800 -28.901060 9.664740 -0.69 0.21 0.77
H -21.130010 -28.102610 9.619250 0.26 0.11 -0.75
H -18.282030 -29.055930 8.499150 1.03 -0.11 -1.07
H -18.296170 -28.525860 6.762090 0.10 -0.21 0.51
C -26.594210 -33.642570 8.267990 1.32 1.82 3.10
O -26.544390 -33.325060 9.475500 -0.64 -0.91 -1.43
N -25.526440 -33.763550 7.511510 1.76 -0.27 -1.35
N -27.683760 -33.757220 7.569850 -4.64 -0.61 -1.73
H -24.613810 -33.574140 7.900540 0.12 -0.20 -0.18
H -25.687400 -33.828200 6.516520 0.58 -0.12 0.26
H -27.698700 -33.822480 6.562070 0.24 -0.11 0.35
H -28.600330 -33.846670 7.984570 0.43 0.25 0.28
C -20.968170 -33.935570 12.913300 1.77 1.77 -0.84
O -20.066080 -33.098240 12.787110 0.71 0.53 0.52
N -20.778750 -35.060510 13.510880 1.20 -4.10 3.07
N -22.082690 -33.785860 12.271550 -2.73 0.44 -0.76
H -21.468330 -35.740730 13.797060 -0.27 0.42 -0.53
H -19.882980 -35.261780 13.931820 -0.01 0.45 -0.27
H -22.193260 -32.858210 11.887690 -0.73 -0.15 -0.18
H -22.860510 -34.364810 12.554270 -0.38 0.51 -0.72
C -22.608010 -37.434440 8.742360 -0.07 0.80 1.01
O -22.568680 -38.574560 9.028440 0.95 -4.29 1.41
N -21.996510 -36.420630 9.385350 1.27 0.85 1.10
N -23.411640 -36.978510 7.812800 -1.51 2.69 -2.63
H -21.566860 -36.571950 10.286800 0.17 -0.09 -0.49
H -21.982460 -35.491940 8.988560 0.07 -0.04 0.34
H -23.501680 -35.994270 8.020800 -1.18 0.13 -1.19
H -24.111560 -37.506860 7.311730 0.38 0.03 0.51
C -20.614330 -33.900500 5.561240 -1.02 4.00 3.06
O -20.195770 -33.004650 6.324160 0.43 -0.80 0.01
N -19.942470 -34.685600 4.847690 5.76 -3.63 -3.80
N -21.876200 -34.124540 5.376280 -4.32 0.35 -0.11
H -20.348610 -35.128350 4.035820 0.22 -0.17 0.44
H -18.933140 -34.680570 4.883940 -0.17 0.25 -0.15
H -22.141480 -34.723600 4.607610 -0.53 0.00 0.78
H -22.483460 -33.875920 6.144080 -0.40 -0.07 -0.21
C -21.407540 -29.801800 11.989580 0.81 -2.27 1.61
O -22.276170 -30.330070 11.308470 0.28 -1.12 -0.63
N -20.434920 -30.350440 12.746080 -0.30 -2.48 -0.63
N -21.394900 -28.550680 12.188860 -0.90 7.15 -0.23
H -20.500560 -31.358260 12.736810 1.01 -0.62 0.45
H -19.762160 -29.870800 13.326990 -0.42 -0.10 -0.37
H -20.817960 -28.090520 12.878410 -0.20 -0.14 -0.36
H -22.053530 -27.988650 11.668830 0.04 0.07 0.37
C -22.732910 -32.676960 8.657690 -0.62 5.16 4.46
O -22.904010 -33.776220 8.309680 0.12 -6.72 -3.93
N -23.440550 -32.195040 9.652060 -2.15 0.40 1.72
N -21.880480 -31.757830 8.324610 3.69 1.17 -3.26
H -23.184300 -31.262440 9.943060 -0.77 -0.53 0.88
H -23.946590 -32.881280 10.193450 -0.34 0.49 0.46
H -21.290200 -31.991960 7.539210 0.42 0.44 -0.26
H -21.816010 -30.856350 8.775470 -0.08 -0.36 -0.21
C -18.994350 -34.725460 9.580970 -1.08 1.56 0.67
O -18.596210 -35.548020 10.323670 2.17 -3.98 2.30
N -19.757730 -33.768760 10.022160 -2.80 2.81 1.54
N -18.750210 -34.568890 8.326260 2.31 -1.11 -5.22
H -19.966810 -33.788320 11.010090 0.12 0.56 -0.44
H -20.083130 -33.034980 9.409160 -0.09 -0.03 0.48
H -18.083110 -35.205190 7.913720 -0.25 0.05 0.03
H -19.236340 -33.949390 7.693810 -0.02 0.15 0.22
C -25.083450 -33.809810 14.289790 0.02 0.59 -0.59
C -25.549150 -32.965590 13.086700 0.55 0.39 0.83
C -24.919570 -31.492500 13.032280 -0.76 -1.81 -0.87
O -25.429280 -30.710580 14.059360 -0.82 0.58 0.67
C -24.951280 -29.366750 14.233550 0.50 -1.54 0.43
N -25.285400 -33.681990 11.829470 0.22 0.73 0.41
H -24.054650 -34.150410 14.172900 0.14 0.16 0.03
H -25.695000 -34.709180 14.362190 -0.14 0.08 0.22
H -25.151230 -33.192210 15.185370 -0.07 -0.27 0.15
H -26.612500 -32.794250 13.254160 -0.29 0.11 -0.12
H -25.282760 -31.127720 12.071480 0.38 0.33 -0.37
H -23.831780 -31.561060 13.042810 0.21 0.17 -0.01
H -23.867280 -29.435780 14.142540 0.26 0.46 0.12
H -25.238500 -29.148720 15.262170 0.17 0.31 -0.10
H -25.316220 -28.576850 13.577060 -0.38 -0.38 -0.42
H -25.708520 -34.598800 11.806620 0.05 -0.34 0.54
H -25.814700 -33.243660 11.089320 0.14 0.31 -0.31
```
Forces are in eV/Å.

Computed properties:
- ΔE to the lowest compared entry with this formula, charge and spin: 0.000 eV
- Highest occupied orbital energy: -8.63 eV
- SMILES: CC1(C)CCCC(C)(C)N1O.COC[C@H](C)N.NC(N)=O.NC(N)=O.NC(N)=O.NC(N)=O.NC(N)=O.NC(N)=O.NC(N)=O.NC(N)=O

Computed, not measured: a structure of composition C4H11BClNV, with the ωB97M-V functional and the def2-TZVPD basis.

Structure (XYZ):
```
19
Properties=species:S:1:pos:R:3:forces:R:3
C -0.876077 0.653750 -2.014717 -1.90 1.31 -0.34
B -0.044306 -0.528017 -1.208891 3.40 -2.11 -1.57
N 1.157527 -1.293962 -1.768275 -3.03 4.66 0.60
C -0.558490 -0.961915 0.296523 -1.36 -1.70 3.16
C 0.250539 -0.160257 1.476248 1.09 0.65 -3.56
C 0.133433 1.473809 1.414276 0.09 0.13 1.92
Cl 1.846100 2.271198 1.346785 -2.30 -1.29 -0.17
H -1.886543 0.848952 -1.412602 2.24 -0.32 -1.47
H -1.120493 0.203741 -3.093029 0.62 0.52 2.10
H -0.271120 1.646181 -2.171059 -0.90 -1.92 0.40
H 1.083527 -1.235047 -2.807277 0.65 -1.09 0.40
H 2.043731 -0.872274 -1.402299 -0.27 -0.98 -0.47
H -1.723494 -0.856636 0.330106 2.16 0.10 -0.02
H -0.302940 -2.118955 0.408972 -0.52 2.26 -0.55
H -0.178474 -0.540247 2.511499 -0.31 1.59 -1.03
H 1.374859 -0.486549 1.416614 -1.89 0.68 0.43
H -0.538723 1.879665 0.540892 1.33 -0.91 1.69
H -0.306484 1.816447 2.469658 0.77 -0.35 -2.49
V -0.082572 -1.739883 3.666574 0.13 -1.23 0.98
```
Forces are in eV/Å.

Computed properties:
- ΔE to the lowest compared entry with this formula, charge and spin: 3.418 eV
- Highest occupied orbital energy: -21.37 eV
- Net charge: +3

Computed, not measured: a cluster of 2 separate species, C4H6N4 in total, with the ωB97M-V functional and the def2-TZVPD basis.

Structure (XYZ):
```
14
Properties=species:S:1:pos:R:3:forces:R:3
C -1.477667 0.931067 -0.286713 -1.47 0.53 -0.20
C -1.082724 -1.454983 -0.068417 1.07 2.66 -0.59
C 0.683821 0.150765 -0.959978 0.13 2.22 -0.43
C -0.613577 -0.125605 -0.289148 0.92 -0.97 0.70
N -2.193932 1.825708 -0.291806 -0.59 0.93 -0.05
N -1.326529 -2.558220 -0.004826 -0.73 -2.51 0.37
N 1.716777 -0.766205 -0.652366 0.27 2.82 -4.02
N -0.168438 0.519519 1.991767 1.28 -1.28 -0.31
H 0.509837 0.173113 -2.084313 -0.15 -0.07 1.00
H 0.995074 1.311704 -0.742781 -0.89 -2.48 -0.15
H 2.514191 -0.246093 -1.036101 0.49 -1.81 1.39
H 1.611162 -1.338582 0.103013 0.62 -1.22 2.46
H -0.384608 1.412220 1.574720 -0.72 0.42 0.74
H -0.783382 0.165592 2.746946 -0.24 0.76 -0.91
```
Forces are in eV/Å.

Computed properties:
- ΔE to the lowest compared entry with this formula, charge and spin: 5.465 eV
- Highest occupied orbital energy (alpha / beta): -9.30 / -9.67 eV

Computed, not measured: the molecule C2H9N2OP, with the ωB97M-V functional and the def2-TZVPD basis.

Structure (XYZ):
```
15
Properties=species:S:1:pos:R:3:forces:R:3
C 0.842931 1.711150 -1.187282 0.81 0.72 0.29
C -1.650574 -0.966558 0.915887 -0.17 0.07 0.20
N 1.610174 0.543790 -0.836220 -0.66 1.32 -0.90
N -0.272386 -1.361829 0.711792 -0.60 -0.85 0.47
O 0.689716 0.768720 1.871333 -0.09 1.47 1.50
P 0.961928 -0.266614 0.891347 -0.35 -1.44 -0.34
H -0.139419 1.499287 -1.629243 0.20 -0.40 -0.10
H 0.699201 2.302151 -0.282269 -0.02 0.00 -0.02
H 1.422070 2.302384 -1.901519 -0.20 0.03 -0.18
H -2.177990 -1.742777 1.474232 -0.01 0.10 -0.04
H -1.645277 -0.050984 1.505482 -0.14 -0.05 0.02
H -2.182443 -0.783208 -0.021151 0.04 0.01 -0.10
H 1.572737 -0.178558 -1.548175 0.51 -0.48 -1.05
H -0.133463 -2.117874 0.057852 0.16 -0.10 -0.09
H 2.043841 -1.094823 1.119589 0.52 -0.41 0.37
```
Forces are in eV/Å.

Computed properties:
- ΔE to the lowest compared entry with this formula, charge and spin: 1.480 eV
- Highest occupied orbital energy (alpha / beta): -3.62 / -9.98 eV
- 2S+1: 3

Number 1: strongest force on any atom 7.80 eV Å⁻¹. Number 2: strongest force on any atom 5.59 eV Å⁻¹. Number 3: strongest force on any atom 4.92 eV Å⁻¹. Number 4: strongest force on any atom 2.10 eV Å⁻¹.